[1]
The following is a quantum chemistry calculation of 4 unconnected molecules or ions with the total composition C3H15N2O3 at a distorted geometry, from the OMol25 dataset.

```
23
C3H15N2O3, DFT the ωB97M-V functional and the def2-TZVPD basis
C 0.9636 -1.4503 1.0460
C 0.6569 -0.6055 -0.1597
C 1.4659 0.1902 -0.8647
N 2.8139 0.2518 -0.6870
N -0.7998 -0.5558 -0.5683
H 0.0161 -1.7720 1.4871
H 1.4959 -0.8590 1.7898
H 1.4797 -2.3760 0.7755
H 1.1122 0.9471 -1.5566
H 3.2604 -0.3429 -0.0123
H 3.4336 0.7341 -1.3059
H -0.9778 -1.3600 -1.1632
H -0.9463 0.2909 -1.1179
H -1.3631 -0.6017 0.2736
H -0.2603 0.5789 2.8880
H -0.2267 1.5455 4.0998
O -0.7275 0.8288 3.6980
H -0.9932 1.2284 -4.1169
H -0.6768 -0.3097 -4.1586
O -0.5256 0.5102 -3.6723
H -3.4178 1.6292 0.7261
H -2.7789 0.7487 1.7712
O -3.0043 0.7492 0.8285
```

The value obtained for the energy is -12470.6292 eV. Its total charge is +1. As for the HOMO energy: -12.328 eV. The calculation puts the LUMO energy at -0.109 Ha. For the strongest force on any atom, the calculation gives 1.92 eV/A.


[2]
The following is a quantum chemistry calculation of 4 unconnected molecules or ions with the total composition C3H15N2O3 at a distorted geometry, from the OMol25 dataset.

```
23
C3H15N2O3, DFT the ωB97M-V functional and the def2-TZVPD basis
C 1.3898 -0.3727 1.9849
C 0.5701 -0.3431 0.7455
C 0.9392 0.5006 -0.2471
N 0.4648 0.4215 -1.6326
N -0.4002 -1.2715 0.5932
H 2.3271 0.1835 1.9297
H 1.7289 -1.4009 2.1578
H 0.9236 -0.0343 2.9025
H 1.6212 1.3012 -0.0311
H 0.6382 1.2594 -2.1626
H -0.5519 0.2488 -1.6196
H 0.9205 -0.3572 -2.0970
H -0.5382 -1.9921 1.2681
H -1.2211 -1.1982 0.0134
H -4.6671 -1.9646 -0.6227
H -4.8344 -0.6222 0.0440
O -4.1468 -1.2320 -0.2110
H 4.0968 2.6723 1.6048
H 4.7437 2.7828 0.2874
O 4.1373 2.2192 0.7598
H -3.0223 -0.1581 -1.2037
H -2.7854 -0.5678 -2.5720
O -2.3339 -0.0746 -1.8920
```

The value obtained for the energy is -12470.9288 eV. Its total charge is +1. As for the HOMO energy: -12.074 eV. The calculation puts the LUMO energy at -0.101 Ha. For the strongest force on any atom, the calculation gives 1.52 eV/A.


[3]
The following is a quantum chemistry calculation of 3 unconnected molecules or ions with the total composition C3H15N2O3 at a distorted geometry, from the OMol25 dataset.

```
23
C3H15N2O3, DFT the ωB97M-V functional and the def2-TZVPD basis
N -0.5694 0.6872 1.2698
C 0.5545 -0.3564 1.2974
C -0.0100 -1.5382 2.1285
O -0.0006 -1.0436 3.4284
C 1.1711 -0.7798 -0.0768
N 2.1289 0.2250 -0.4375
H -0.5881 1.0998 0.3289
H -0.4545 1.3538 2.0317
H -1.5134 0.3080 1.3926
H 1.4041 0.0521 1.8371
H 0.6723 -2.3796 1.9572
H -0.9810 -1.8761 1.7748
H 0.5452 -1.5539 4.0167
H 1.5461 -1.8109 -0.1226
H 0.4287 -0.9427 -0.8798
H 3.1145 -0.0560 -0.4446
H 1.7935 0.9364 -1.0914
H -0.2690 1.0591 -4.9308
H -1.6365 1.4530 -5.4901
O -1.0487 1.5934 -4.7254
H -1.4428 1.4138 -2.1188
H -2.1887 0.0804 -1.9137
O -1.6146 0.7103 -1.4967
```

The value obtained for the energy is -12457.4303 eV. Its total charge is +2. As for the HOMO energy (spin up / spin down): -17.025 / -17.025 eV. Its spin multiplicity is 2. The calculation puts the LUMO energy (spin up / spin down) at -0.262 / -0.470 Ha. For the strongest force on any atom, the calculation gives 2.12 eV/A. The expectation value of S² is 0.75.


[4]
The following is a quantum chemistry calculation of 4 unconnected molecules or ions with the total composition C3H15NO3 at a distorted geometry, from the OMol25 dataset.

```
22
C3H15NO3, DFT the ωB97M-V functional and the def2-TZVPD basis
C 2.2378 -0.3640 0.0826
C 0.8031 -0.8932 0.2319
N 0.3166 -0.3798 1.5392
C -0.4773 -1.3844 2.2562
H 2.2123 0.7233 0.0275
H 2.9134 -0.7473 0.8390
H 2.6221 -0.6290 -0.9109
H 0.2319 -0.4846 -0.5932
H 0.7554 -1.9810 0.1900
H 1.1254 -0.1175 2.0852
H -0.6543 -1.0585 3.2779
H 0.0031 -2.3704 2.2465
H -1.4240 -1.4709 1.7249
O 0.5521 0.2300 -3.0250
H 0.8055 0.9221 -2.4505
H -0.3718 0.4113 -3.2557
O -1.1401 1.9479 0.5094
H -0.8126 2.8029 0.8068
H -0.5338 1.3242 0.9658
O -2.7957 0.9785 -2.3640
H -2.7274 1.2827 -1.4498
H -3.6417 1.2578 -2.7339
```

The value obtained for the energy is -10986.8007 eV. As for the HOMO energy: -9.343 eV. As for the structure (SMILES): CCNC.O.O.O. The calculation puts the LUMO energy at 0.028 Ha. For the strongest force on any atom, the calculation gives 1.69 eV/A.


[5]
The following is a quantum chemistry calculation of 4 unconnected molecules or ions with the total composition C3H15NO3 at a distorted geometry, from the OMol25 dataset.

```
22
C3H15NO3, DFT the ωB97M-V functional and the def2-TZVPD basis
C 1.1289 0.0803 0.3544
C 1.8611 0.9241 -0.7226
C 1.2456 0.8291 -2.1235
N 0.9352 2.1684 -2.6756
H 0.1924 0.5177 0.6943
H 1.8456 -0.0179 1.1595
H 0.9785 -0.9475 0.0140
H 1.8228 1.9579 -0.3706
H 2.8959 0.6066 -0.7015
H 0.3907 0.1678 -2.0768
H 1.9491 0.3946 -2.8389
H 0.0783 2.5349 -2.2769
H 0.7997 2.1033 -3.6777
O -0.8919 -2.9142 -1.3715
H -0.3117 -3.5397 -0.9023
H -1.3390 -3.4812 -2.0106
O -1.5719 1.6398 6.4558
H -1.7523 1.0592 5.7072
H -0.6086 1.6101 6.5370
O -3.4375 -2.2079 0.3963
H -3.6778 -1.5012 -0.2136
H -2.5332 -1.9841 0.6438
```

The value obtained for the energy is -10986.4183 eV. As for the HOMO energy: -9.271 eV. As for the structure (SMILES): CCCN.O.O.O. The calculation puts the LUMO energy at 0.017 Ha. For the strongest force on any atom, the calculation gives 1.14 eV/A.


[6]
The following is a quantum chemistry calculation of 4 unconnected molecules or ions with the total composition C3H15NO3 at a distorted geometry, from the OMol25 dataset.

```
22
C3H15NO3, DFT the ωB97M-V functional and the def2-TZVPD basis
C -0.5981 -0.7898 -1.4147
C -0.5746 0.7834 -1.5428
C 0.7301 1.4804 -1.2479
N -1.1059 -1.1235 -0.0825
H -1.3272 -1.1157 -2.1536
H 0.3551 -1.3180 -1.5671
H -0.9452 0.8725 -2.5789
H -1.4302 1.1772 -0.9607
H 1.5328 1.0690 -1.8716
H 0.6175 2.5360 -1.4991
H 1.0464 1.3079 -0.2173
H -0.7171 -0.4353 0.5869
H -2.1207 -0.9730 -0.1060
H 2.4093 0.0735 2.3221
H 1.3759 -0.4344 1.3717
O 1.5501 0.2992 1.9495
H 0.8950 -2.9460 1.6933
H 0.3505 -2.0629 0.6668
O 1.2185 -2.3409 0.9989
H -1.5766 1.9354 1.8292
H -0.3903 0.9807 2.0570
O -1.2954 1.0244 1.7669
```

The value obtained for the energy is -10977.7577 eV. Its total charge is +1. As for the HOMO energy (spin up / spin down): -15.268 / -15.262 eV. Its spin multiplicity is 2. The calculation puts the LUMO energy (spin up / spin down) at -0.114 / -0.328 Ha. For the strongest force on any atom, the calculation gives 3.88 eV/A. The expectation value of S² is 0.75.